Computed, not measured: a structure of composition C13H20Cl3N9PRuSSi at a distorted geometry, with wB97M-V/def2-TZVPD.

Results
LUMO level (spin up / spin down) (eV): -5.223 / -6.855
Energy (eV): -95360.5971
Total charge: +2
2S+1: 2

CARTESIAN COORDINATES (ANGSTROEM)
Ru 0.333 1.419 0.346
C -2.047 -3.228 2.317
N -1.654 -1.820 2.233
C -1.939 -0.862 3.167
C -1.370 0.296 2.728
N -0.751 0.046 1.529
C -0.931 -1.239 1.255
P -0.140 -2.068 -0.160
C 1.510 -1.349 0.129
N 1.822 -0.056 0.257
C 3.182 0.000 0.408
C 3.690 -1.262 0.376
N 2.629 -2.100 0.201
C 2.720 -3.556 0.078
C -0.631 -0.937 -1.504
N -0.351 0.362 -1.556
C -0.656 0.783 -2.817
C -1.129 -0.278 -3.536
N -1.103 -1.357 -2.701
C -1.493 -2.719 -3.068
H -2.784 -3.330 3.107
H -2.491 -3.548 1.378
H -1.183 -3.847 2.550
H -2.501 -1.087 4.057
H -1.333 1.258 3.212
H 3.723 0.925 0.496
H 4.699 -1.626 0.454
H 3.749 -3.845 0.267
H 2.078 -4.037 0.811
H 2.442 -3.870 -0.925
H -0.508 1.798 -3.142
H -1.471 -0.354 -4.554
H -2.049 -2.675 -4.000
H -0.612 -3.342 -3.206
H -2.132 -3.144 -2.299
N -1.472 2.532 0.270
N -1.403 3.756 -0.425
C -0.268 4.125 -1.043
N -0.259 5.301 -1.656
S 1.114 3.133 -1.090
H -2.192 1.948 -0.154
H -1.717 2.723 1.242
H -2.184 4.390 -0.335
H -1.055 5.920 -1.675
H 0.595 5.627 -2.080
Cl 2.010 1.307 3.433
Si 1.736 2.523 1.795
Cl 0.321 3.915 2.519
Cl 3.457 3.451 1.312



Computed, not measured: a cluster of 3 separate species, C9H20IN2 in total at a distorted geometry, with wB97M-V/def2-TZVPD.

Results
LUMO level (eV): -3.551
Energy (eV): -20727.1578
Total charge: +1
2S+1: 1

CARTESIAN COORDINATES (ANGSTROEM)
C 4.204 0.861 0.817
C 3.587 1.189 -0.334
C -1.977 0.158 -0.798
C -3.352 -0.826 1.023
C 1.612 1.513 -1.978
C -2.284 -2.381 -0.580
C -2.082 -1.074 0.141
C 2.187 0.895 -0.620
C 1.613 -0.467 -0.416
N 1.261 -1.675 -0.325
N 0.983 0.665 0.417
I -0.523 1.757 3.381
H 5.184 1.060 1.059
H 3.587 0.444 1.634
H 4.171 1.385 -1.257
H -2.857 0.124 -1.365
H -1.089 -0.072 -1.499
H -1.851 1.180 -0.270
H -4.071 -1.232 0.469
H -3.224 -1.155 2.022
H -3.441 0.214 1.061
H 2.448 2.056 -2.340
H 0.939 2.343 -1.730
H 0.991 0.915 -2.694
H -1.719 -2.499 -1.489
H -2.140 -3.320 0.082
H -1.277 -1.168 0.804
H -3.230 -2.471 -1.061
H 1.807 -2.359 -0.846
H 1.182 0.545 1.479
H -0.687 2.368 4.929
H 0.048 1.027 0.286



Computed, not measured: an isolated molecule of C4H7N3, with wB97M-V/def2-TZVPD.

Results
LUMO level (eV): 0.584
Energy (eV): -8726.7401
2S+1: 1

CARTESIAN COORDINATES (ANGSTROEM)
C -0.724 -0.111 1.854
N -0.138 0.531 0.700
C 0.884 0.108 -0.132
C 0.982 1.015 -1.223
C 0.328 -0.716 -1.591
N -0.174 1.852 -0.991
N -0.751 1.573 0.107
H -1.433 0.590 2.296
H 0.054 -0.350 2.584
H -1.255 -1.031 1.579
H 1.651 -0.551 0.258
H -0.234 -0.258 -2.403
H 1.172 -1.273 -1.989
H -0.361 -1.377 -1.050



Computed, not measured: an isolated molecule of C5H5NS at a distorted geometry, with wB97M-V/def2-TZVPD.

Results
LUMO level (spin up / spin down) (eV): -0.597 / -0.598
Energy (eV): -17587.2104
2S+1: 1

CARTESIAN COORDINATES (ANGSTROEM)
C -0.484 -1.138 -0.521
C -1.796 -1.143 -0.968
C -0.054 0.149 -0.191
C -0.927 1.207 -0.583
C 1.556 1.301 1.155
N 1.207 0.312 0.409
S -2.386 0.420 -0.998
H 0.174 -1.945 -0.172
H -2.315 -2.039 -1.156
H 0.730 1.960 1.287
H 2.491 1.496 1.604
H 1.803 -0.581 0.135



Computed, not measured: a cluster of 3 separate species, C18H23O7P in total at a distorted geometry, with wB97M-V/def2-TZVPD.

Results
SMILES: Cc1ccccc1CC1=C(P(O)O)C(=O)OC1=O.CC(C)=O.CC(C)=O
LUMO level (eV): -1.637
Energy (eV): -42647.8808
2S+1: 1

CARTESIAN COORDINATES (ANGSTROEM)
C 1.206 0.687 -0.615
C -0.362 0.961 -0.222
C -0.689 2.346 0.649
C -2.230 2.772 1.072
C -3.434 1.740 0.572
C -3.100 0.346 -0.289
C -1.538 -0.069 -0.710
C -1.359 -1.431 -1.597
C -0.102 -2.392 -1.182
C 0.415 -2.890 0.120
P -0.327 -2.511 1.837
O -1.629 -3.705 2.024
O 0.933 -2.975 2.990
C 1.726 -3.760 -0.357
O 2.593 -4.326 0.498
O 1.902 -3.859 -1.843
C 0.876 -2.933 -2.416
O 0.755 -2.582 -3.716
H 1.677 -0.103 0.146
H 1.862 1.652 -0.526
H 1.261 0.165 -1.673
H 0.187 3.058 0.970
H -2.418 3.763 1.672
H -4.537 2.074 0.853
H -4.038 -0.293 -0.593
H -1.367 -1.138 -2.730
H -2.348 -2.076 -1.422
H -1.118 -4.521 2.350
H 1.174 -3.916 2.677
C -2.393 2.642 -4.221
C -1.174 1.762 -4.146
C -0.281 1.710 -5.357
O -0.917 1.112 -3.135
H -2.943 2.581 -3.276
H -2.093 3.680 -4.385
H -3.047 2.303 -5.029
H 0.113 2.706 -5.572
H -0.841 1.329 -6.215
H 0.559 1.035 -5.160
C 3.313 -0.635 4.682
C 2.517 0.555 4.216
C 2.201 1.619 5.232
O 2.140 0.653 3.049
H 3.465 -1.321 3.843
H 4.289 -0.309 5.049
H 2.767 -1.161 5.469
H 3.128 2.046 5.623
H 1.606 1.194 6.043
H 1.622 2.417 4.753



- The lowest energy belongs to which entry?
  C13H20Cl3N9PRuSSi